16
Properties=species:S:1:pos:R:3:mulliken_charge:R:1 method="wB97M-V/def2-TZVPD" smiles=CC.CC lumo_energy_ha=0.0419 e_above_lowest_kj_mol=118.6 homo_ha=-0.4208 total_charge=0 homo_lumo_gap_ev=12.59 total_energy_ev=-4341.2990
C -1.594 2.085 0.330 -0.9908
H -2.340 2.761 -0.191 0.2878
H 1.047 -0.715 -0.953 0.2073
C 0.962 -1.845 0.995 -0.7083
C 1.544 -1.533 -0.441 -0.8647
H 2.573 -1.549 -0.512 0.3302
H 1.253 -2.397 -0.926 0.3135
C -0.815 1.391 -0.798 -0.6319
H -1.374 0.699 -1.402 0.3471
H -1.002 2.558 1.034 0.3295
H -0.154 -2.275 0.949 0.2186
H -0.733 2.132 -1.540 0.3540
H 0.106 0.894 -0.368 -0.0018
H -2.122 1.338 0.845 0.2850
H 1.674 -2.654 1.441 0.2862
H 0.974 -0.891 1.536 0.2382

14
Properties=species:S:1:pos:R:3:mulliken_charge:R:1 method="wB97M-V/def2-TZVPD" smiles="[H]/N=c1/[nH]c(O)cn1N" lumo_energy_ha=0.0011 e_above_lowest_kj_mol=438.4 homo_ha=-0.2732 total_charge=0 homo_lumo_gap_ev=7.46 total_energy_ev=-11212.2330
N -1.704 -0.479 1.760 -0.6832
N 0.360 1.606 1.405 -0.7319
H 1.584 0.918 -1.387 0.2783
N -0.183 0.767 0.338 0.1860
H 1.523 1.722 1.253 0.3120
N -0.638 -1.351 -0.286 -0.1566
C 0.643 0.408 -0.821 -0.4058
C 0.357 -0.948 -1.143 0.2496
H -1.485 0.472 2.279 0.3103
H 0.377 -1.290 -3.184 0.3979
C -0.885 -0.356 0.769 0.2445
H -0.043 2.479 1.168 0.2558
H -0.816 -2.345 0.018 0.3021
O 0.910 -1.603 -2.169 -0.5591

11
Properties=species:S:1:pos:R:3:mulliken_charge:R:1 method="wB97M-V/def2-TZVPD" lumo_energy_ha=-0.0394 e_above_lowest_kj_mol=172.7 homo_ha=-0.3230 total_charge=0 homo_lumo_gap_ev=7.72 total_energy_ev=-14603.3606
H -2.316 -0.759 -1.710 -0.0418
C 0.639 0.894 1.538 -0.2144
H 1.422 1.199 -1.423 0.4701
C 1.691 0.061 1.461 -0.2621
C 1.288 0.968 -0.432 -0.0426
H -0.153 1.046 2.223 0.3880
N 0.352 1.447 0.333 -0.4653
H 2.215 -0.361 2.251 0.4005
Si -1.275 -1.934 -1.902 0.0999
H -1.892 -2.796 -0.915 -0.0588
O 2.201 0.205 0.185 -0.2735

22
Properties=species:S:1:pos:R:3:mulliken_charge:R:1 method="wB97M-V/def2-TZVPD" lumo_energy_ha="-0.1293 / -0.2681" e_above_lowest_kj_mol=128.2 multiplicity=2 homo_ha="-0.4769 / -0.4676" total_charge=+1 homo_lumo_gap_ev="9.46 / 5.43" total_energy_ev=-10430.8528
N -1.044 -1.069 1.978 -0.2878
C 0.349 -0.449 -1.520 -0.6199
H 0.540 1.444 -3.402 0.2249
O -1.278 2.340 2.768 -0.6128
H -1.986 -1.308 2.261 0.3093
H 1.069 -2.414 1.233 0.4504
N 0.256 1.806 -2.507 -0.5022
H -0.126 1.511 -0.518 0.1944
C 1.295 -1.823 0.344 -1.4435
H -0.897 1.474 3.023 0.3186
H 1.575 1.291 -0.937 0.2897
C 0.547 1.106 -1.261 -0.3100
H -0.201 -1.541 2.282 0.2139
H -0.633 2.281 -2.480 0.2167
C 0.150 -1.017 -0.156 0.6386
H 1.623 -2.674 -0.259 0.3321
H -1.400 2.249 1.826 0.3038
H 1.272 -0.756 -2.007 0.3774
H -1.700 -0.068 0.336 0.5146
C -0.949 -0.798 0.634 -0.2925
H -0.549 -0.517 -2.120 0.3476
H 2.087 -1.068 0.480 0.3367

22
Properties=species:S:1:pos:R:3:mulliken_charge:R:1 method="wB97M-V/def2-TZVPD" lumo_energy_ha=-0.2434 e_above_lowest_kj_mol=109.2 homo_ha=-0.6977 total_charge=+2 homo_lumo_gap_ev=12.36 total_energy_ev=-15242.1338
O -15.964 -14.245 -9.831 -0.6146
H -17.057 -14.748 -12.618 0.3140
H -11.271 -11.956 -11.670 0.2749
H -15.831 -9.031 -10.179 0.2824
O -15.677 -9.521 -11.005 -0.5595
O -13.752 -15.015 -11.577 -0.5134
H -13.646 -10.489 -8.920 0.3556
O -13.163 -10.379 -9.746 -0.5900
H -12.831 -15.024 -11.845 0.2533
O -16.440 -14.130 -12.989 -0.5078
H -16.809 -13.860 -13.818 0.2731
H -12.292 -10.714 -9.681 0.2890
H -15.483 -8.861 -11.668 0.3092
H -14.171 -15.700 -12.119 0.3299
H -11.679 -13.350 -11.991 0.2224
H -15.603 -15.106 -9.847 0.3016
O -12.015 -12.549 -11.672 -0.4481
H -17.249 -11.081 -13.384 0.3340
O -16.302 -11.070 -13.597 -0.6156
H -16.788 -14.159 -10.349 0.3189
Ba -14.790 -12.215 -11.412 1.6829
H -16.304 -11.083 -14.585 0.3080

10
Properties=species:S:1:pos:R:3:mulliken_charge:R:1 method="wB97M-V/def2-TZVPD" lumo_energy_ha="-0.2752 / -0.2308" e_above_lowest_kj_mol=169.1 homo_ha="-0.4979 / -0.5002" total_charge=+1 homo_lumo_gap_ev="6.06 / 7.33" total_energy_ev=-17841.7035
H -2.257 -1.437 1.687 0.3227
H 1.678 1.453 0.408 0.3091
I -5.237 0.081 -0.046 0.3001
O 0.207 0.206 0.561 -0.1256
C -2.143 -1.141 0.647 0.0598
O 0.315 -1.970 -0.287 -0.1550
O -2.923 -0.434 0.078 -0.3123
N 1.640 0.507 0.733 -0.4450
H 1.899 0.733 1.743 0.3158
C 0.012 -0.955 0.128 0.7304

7
Properties=species:S:1:pos:R:3:mulliken_charge:R:1 method="wB97M-V/def2-TZVPD" smiles=FC(F)(P)I lumo_energy_ha=-0.0028 e_above_lowest_kj_mol=33.6 homo_ha=-0.3751 total_charge=0 homo_lumo_gap_ev=10.13 total_energy_ev=-23892.2878
H -0.208 0.888 0.896 0.1011
H 0.663 -0.255 -0.544 0.0781
I -3.573 0.376 0.236 0.1162
F -1.327 -1.429 1.037 -0.3104
P -0.347 0.709 -0.478 -0.1111
C -1.705 -0.542 -0.253 0.2744
F -1.814 -1.429 -1.207 -0.1482